1.
Computed, not measured: a cluster of 2 separate species, C3H6ClNO2 in total at a distorted geometry, with ωB97M-V/def2-TZVPD.

Properties
M in g/mol: 123.54
Orbital gap (spin up / spin down) in eV: 10.07 / 5.96
Maximum force in eV Å⁻¹: 3.765
Lowest unoccupied orbital energy (spin up / spin down) in eV: 0.0 / -1.7

```
! RIJCOSX wB97M-V def2-TZVPD def2/J DEFGRID3
* xyz 0 1
C -0.17558 0.11927 1.15044
C 0.08011 -0.39894 -1.38466
C -0.24931 -0.81831 0.04043
N -2.89659 0.15105 -0.08974
O -3.21814 0.73804 0.89789
O -3.21463 0.25855 -1.24181
Cl -0.48694 -2.48389 0.37793
H 0.34276 1.08206 0.89464
H 0.27559 -0.33744 2.03329
H -1.15452 0.50703 1.42224
H -0.73936 -0.12340 -1.91479
H 0.63829 -1.12238 -1.92523
H 0.59083 0.56772 -1.24005
*
```


2.
Computed, not measured: a structure of composition C16H26ClIInN2O3P at a distorted geometry, with ωB97M-V/def2-TZVPD.

Properties
M in g/mol: 602.54
Orbital gap (spin up / spin down) in eV: 4.39 / 2.82
Maximum force in eV Å⁻¹: 3.714
Lowest unoccupied orbital energy (spin up / spin down) in eV: -9.3 / -10.9

```
! RIJCOSX wB97M-V def2-TZVPD def2/J DEFGRID3
* xyz 2 1
C -0.89563 -2.74911 -0.80602
C 0.22115 -1.82696 -0.50195
H -0.52356 -3.75480 -1.06770
H -1.48923 -2.35946 -1.65177
H -1.56370 -2.81504 0.07361
O 1.40703 -2.03869 -0.45349
I 0.40020 2.86291 0.43110
In -0.70319 0.24678 0.25688
P -0.05885 0.74246 -2.31281
C 1.61859 1.22851 -2.83811
C -0.51965 -0.48931 -3.55929
H -2.05504 2.10677 -2.37724
H -1.09082 2.25403 -3.88435
H -0.58549 3.11407 -2.38455
C -1.04525 2.20348 -2.79151
H -1.54974 -0.82481 -3.38479
H -0.45344 -0.01998 -4.54867
H 1.57937 1.55483 -3.88723
H 2.30074 0.37450 -2.75268
H 0.15793 -1.35002 -3.51863
H 1.97950 2.05167 -2.21114
C 2.19596 0.17829 -0.01192
O 3.31123 -0.03992 -0.03447
Cl -3.05211 0.00140 0.26993
C -4.01858 -2.20890 7.32853
C -2.55084 -2.05867 7.67918
N -1.75975 -1.23254 6.76756
C -1.63741 0.19032 7.14699
C -0.73418 0.39584 8.35460
C -1.58658 -1.69587 5.47438
O -2.15036 -2.70094 5.05325
C -0.58911 -0.97342 4.61808
C 0.61556 -0.51252 5.17086
C 1.50064 0.15780 4.34244
C 1.17989 0.29696 2.99441
N 0.05887 -0.19733 2.44953
C -0.82111 -0.86215 3.24846
H -4.51097 -1.23565 7.24391
H -4.51436 -2.78563 8.11506
H -4.12512 -2.76141 6.38989
H -2.44166 -1.58473 8.65853
H -2.08501 -3.05182 7.69996
H -1.27283 0.76326 6.28691
H -2.64971 0.55267 7.39673
H 0.25062 -0.06095 8.20438
H -0.58924 1.47153 8.50447
H -1.18698 -0.02597 9.25820
H 0.82736 -0.69971 6.22864
H 2.44595 0.56329 4.69895
H 1.85290 0.86388 2.34109
H -1.71347 -1.27644 2.77270
*
```


> Among the records above, which one has the lowest M?

C3H6ClNO2


> What is the formula in the first record?

C3H6ClNO2


> Which formula does entry 1 have?

C3H6ClNO2


> The lowest M belongs to which entry?

C3H6ClNO2